Molecular formula: CH3NO2S
Method: DFT, the ωB97M-V functional and the def2-TZVPD basis

Properties
HOMO-LUMO gap (alpha / beta) in eV: 6.0 / 7.2
Maximum force in eV/A: 7.44
Relative energy (zero: lowest compared OMol25 entry of this formula, charge and spin) in eV: 4.969
E_tot in a.u.: -643.01822

Structure (ORCA input):
```
! wB97M-V def2-TZVPD RIJCOSX def2/J DEFGRID3
* xyz 0 3
C -0.354 -0.862 -0.049
N -0.476 0.442 0.791
O 0.661 1.166 -1.567
O 1.978 0.646 0.517
S 0.767 0.546 -0.298
H 0.010 -1.743 0.442
H -1.137 -0.809 -0.820
H -1.449 0.614 0.985
*
```

=====

Molecular formula: C6H14O2
Method: DFT, the ωB97M-V functional and the def2-TZVPD basis

Properties
HOMO-LUMO gap in eV: 9.5
Maximum force in eV/A: 2.16
Relative energy (zero: lowest compared OMol25 entry of this formula, charge and spin) in eV: 2.370
E_tot in a.u.: -387.42043

Structure (ORCA input):
```
! wB97M-V def2-TZVPD RIJCOSX def2/J DEFGRID3
* xyz 0 1
C -1.099 1.196 1.646
C 0.058 1.361 1.023
C 0.479 0.667 -0.172
C 1.624 0.110 -0.576
C 1.732 -0.848 -1.752
C 2.626 -1.988 -1.333
H -1.843 0.474 1.306
H -1.524 1.721 2.492
H 0.738 2.097 1.455
H -0.325 0.360 -0.846
H 2.599 0.400 -0.194
H 0.749 -1.148 -2.124
H 2.115 -0.325 -2.639
H 3.675 -1.732 -1.199
H 2.583 -2.841 -2.014
H 2.332 -2.371 -0.353
O -3.888 -1.650 5.390
H -3.656 -1.508 6.301
H -4.790 -1.971 5.397
O -1.017 2.745 -3.964
H -1.738 3.364 -3.696
H -1.432 1.889 -4.148
*
```

=====

Molecular formula: C85H189N4O3P3
Method: DFT, the ωB97M-V functional and the def2-TZVPD basis

Properties
HOMO-LUMO gap (alpha / beta) in eV: 2.5 / 8.7
Maximum force in eV/A: 5.34
E_tot in a.u.: -4818.82312

Structure (ORCA input):
```
! wB97M-V def2-TZVPD RIJCOSX def2/J DEFGRID3
* xyz 5 2
C 1.552 3.808 -2.491
C 2.246 3.982 -3.869
C 2.147 5.426 -4.422
C 3.059 6.343 -3.511
N 2.970 7.901 -3.731
C 1.625 8.440 -3.319
C 1.951 9.899 -3.023
C 3.402 10.079 -2.710
C 4.015 8.676 -2.896
C 3.325 8.181 -5.230
H 1.564 2.718 -2.525
H 0.553 4.180 -2.261
H 2.278 4.061 -1.719
H 1.607 3.398 -4.531
H 3.183 3.427 -3.922
H 1.139 5.717 -4.127
H 2.283 5.498 -5.501
H 4.119 6.121 -3.640
H 2.845 6.268 -2.445
H 0.995 8.166 -4.165
H 1.437 7.966 -2.355
H 1.881 10.375 -4.002
H 1.248 10.232 -2.259
H 3.854 10.780 -3.411
H 3.407 10.403 -1.669
H 5.019 8.790 -3.307
H 4.170 8.089 -1.991
H 4.333 7.868 -5.504
H 3.261 9.252 -5.423
H 2.546 7.790 -5.884
C -6.996 5.518 3.132
C -6.442 4.132 2.735
C -5.037 4.117 2.083
C -4.346 2.670 1.909
N -2.994 2.505 1.167
C -1.779 3.311 1.708
C -0.803 3.423 0.515
C -1.664 3.175 -0.696
C -3.080 3.188 -0.248
C -2.635 1.020 1.197
H -8.081 5.511 3.236
H -6.616 6.305 2.481
H -6.646 5.692 4.149
H -7.154 3.686 2.040
H -6.453 3.569 3.668
H -4.491 4.728 2.802
H -5.049 4.657 1.137
H -5.086 1.946 1.569
H -3.960 2.426 2.899
H -1.390 2.910 2.645
H -2.295 4.251 1.904
H 0.163 2.936 0.645
H -0.417 4.442 0.532
H -1.362 2.308 -1.284
H -1.484 3.939 -1.453
H -3.691 2.604 -0.937
H -3.489 4.197 -0.308
H -1.674 0.765 0.753
H -3.247 0.375 0.566
H -2.508 0.724 2.239
C 2.415 4.907 2.812
C 3.727 4.352 3.395
C 3.638 2.878 3.931
C 3.265 1.752 2.912
N 2.959 0.350 3.622
C 4.179 -0.132 4.478
C 5.151 -0.731 3.448
C 4.241 -1.639 2.686
C 2.905 -0.900 2.672
C 1.732 0.437 4.520
H 2.157 4.361 1.905
H 2.663 5.905 2.450
H 1.644 4.868 3.582
H 4.050 5.055 4.163
H 4.507 4.477 2.644
H 2.944 2.993 4.763
H 4.659 2.823 4.310
H 3.964 1.535 2.104
H 2.334 2.036 2.421
H 3.821 -0.925 5.135
H 4.462 0.674 5.155
H 5.672 -1.401 4.132
H 5.905 -0.202 2.865
H 4.111 -2.623 3.136
H 4.634 -1.950 1.718
H 1.940 -1.391 2.797
H 2.669 -0.560 1.664
H 0.882 0.655 3.874
H 1.912 1.077 5.384
H 1.520 -0.552 4.927
C 0.893 -6.717 -6.158
C 1.341 -6.072 -7.478
C 1.335 -4.525 -7.280
C -0.091 -3.893 -7.456
N -0.065 -2.366 -7.216
C 0.324 -1.964 -5.718
C -0.208 -0.525 -5.401
C -1.660 -0.674 -6.223
C -1.510 -1.782 -7.318
C 0.752 -1.504 -8.263
H 1.566 -6.536 -5.320
H 0.856 -7.718 -6.588
H -0.139 -6.482 -5.896
H 0.773 -6.397 -8.349
H 2.385 -6.285 -7.708
H 2.081 -3.995 -7.872
H 1.714 -4.360 -6.271
H -0.882 -4.238 -6.790
H -0.532 -4.113 -8.428
H 1.372 -2.129 -5.466
H -0.283 -2.688 -5.174
H 0.404 0.279 -5.810
H -0.465 -0.403 -4.349
H -1.815 0.206 -6.847
H -2.563 -0.712 -5.613
H -1.690 -1.353 -8.304
H -2.141 -2.670 -7.360
H 0.480 -2.023 -9.183
H 1.760 -1.618 -7.866
H 0.449 -0.459 -8.206
C -9.735 -2.353 -4.403
C -9.019 -3.415 -3.531
C -7.837 -2.986 -2.732
C -7.115 -4.195 -1.984
P -5.816 -3.582 -0.859
C -6.589 -2.616 0.358
C -8.106 -2.894 0.685
C -8.615 -2.225 1.973
C -8.064 -2.505 3.253
C -5.073 -5.153 -0.180
C -4.276 -5.965 -1.259
C -3.242 -6.867 -0.710
C -2.054 -6.183 0.065
C -4.733 -2.573 -1.863
C -3.331 -2.372 -1.241
C -2.365 -1.485 -2.060
C -2.919 -0.223 -2.650
H -10.686 -2.720 -4.789
H -9.140 -1.988 -5.240
H -9.980 -1.450 -3.845
H -8.877 -4.310 -4.137
H -9.653 -3.593 -2.662
H -8.131 -2.097 -2.174
H -7.141 -2.580 -3.466
H -6.612 -4.775 -2.757
H -7.731 -4.930 -1.466
H -6.360 -1.626 -0.035
H -6.032 -2.653 1.294
H -8.329 -3.955 0.796
H -8.830 -2.489 -0.021
H -9.656 -2.491 2.154
H -8.447 -1.151 1.900
H -8.370 -1.760 3.987
H -6.989 -2.386 3.388
H -8.290 -3.480 3.684
H -5.840 -5.744 0.321
H -4.345 -4.910 0.595
H -3.692 -5.267 -1.859
H -4.912 -6.475 -1.982
H -2.776 -7.337 -1.576
H -3.811 -7.707 -0.312
H -1.287 -6.904 0.348
H -2.604 -5.779 0.916
H -1.639 -5.417 -0.590
H -5.248 -1.620 -1.989
H -4.626 -3.153 -2.779
H -2.967 -3.348 -0.920
H -3.341 -1.821 -0.300
H -1.789 -1.978 -2.843
H -1.702 -1.148 -1.263
H -2.235 0.491 -3.110
H -3.629 0.352 -2.055
H -3.551 -0.559 -3.472
C -6.673 0.549 4.916
C -5.324 0.898 5.542
C -4.444 -0.287 5.737
C -3.419 -0.211 6.924
P -1.981 -1.328 6.702
C -1.306 -1.523 4.988
C -1.866 -2.597 3.985
C -0.894 -3.057 2.968
C -0.632 -1.946 2.005
C -2.545 -3.044 7.247
C -2.608 -3.315 8.829
C -3.375 -4.606 8.958
C -3.868 -4.943 10.390
C -0.839 -0.697 7.967
C 0.485 -1.422 8.363
C 0.732 -1.371 9.924
C -0.199 -2.176 10.830
H -6.656 0.169 3.895
H -7.282 1.452 4.964
H -7.212 -0.113 5.594
H -5.519 1.516 6.419
H -4.974 1.624 4.808
H -3.859 -0.386 4.823
H -4.802 -1.314 5.804
H -3.791 -0.656 7.847
H -3.130 0.804 7.198
H -0.261 -1.809 5.108
H -1.272 -0.514 4.577
H -2.897 -2.506 3.643
H -1.854 -3.459 4.653
H -1.181 -3.947 2.408
H 0.040 -3.399 3.413
H 0.216 -2.230 1.381
H -0.218 -1.085 2.530
H -1.469 -1.761 1.331
H -1.825 -3.696 6.753
H -3.555 -3.171 6.858
H -3.182 -2.551 9.354
H -1.636 -3.548 9.263
H -2.770 -5.437 8.596
H -4.294 -4.430 8.399
H -2.928 -4.999 10.938
H -4.152 -5.991 10.287
H -4.634 -4.366 10.906
H -1.494 -0.447 8.801
H -0.505 0.241 7.522
H 1.348 -1.076 7.794
H 0.282 -2.437 8.023
H 0.810 -0.319 10.197
H 1.786 -1.533 10.151
H 0.223 -3.181 10.810
H -1.262 -2.002 10.663
H 0.001 -1.777 11.824
C 11.413 2.456 -3.441
C 10.622 1.252 -2.865
C 9.052 1.424 -2.900
C 8.369 0.138 -2.404
P 6.525 0.162 -2.129
C 5.746 -1.399 -1.443
C 6.272 -2.746 -2.085
C 5.438 -3.923 -1.446
C 5.981 -5.298 -1.786
C 5.952 0.418 -3.900
C 4.469 0.579 -4.149
C 3.807 -0.683 -4.579
C 4.231 -1.047 -6.050
C 5.991 1.743 -1.188
C 6.091 3.079 -1.984
C 6.668 4.328 -1.233
C 5.815 4.720 0.000
H 12.486 2.286 -3.348
H 11.246 3.301 -2.772
H 11.117 2.849 -4.414
H 10.831 1.248 -1.795
H 10.866 0.273 -3.278
H 8.767 1.577 -3.941
H 8.879 2.312 -2.291
H 8.681 -0.072 -1.381
H 8.406 -0.695 -3.106
H 4.711 -1.153 -1.677
H 6.125 -1.285 -0.427
H 7.303 -2.994 -1.831
H 6.118 -2.701 -3.163
H 4.441 -3.756 -1.855
H 5.397 -3.707 -0.379
H 6.034 -5.445 -2.865
H 5.145 -5.939 -1.507
H 6.924 -5.555 -1.305
H 6.324 -0.382 -4.541
H 6.600 1.258 -4.153
H 4.192 1.265 -4.950
H 4.037 0.961 -3.224
H 2.737 -0.511 -4.464
H 3.962 -1.411 -3.783
H 5.246 -1.440 -5.998
H 4.131 -0.240 -6.776
H 3.844 -1.900 -6.607
H 6.683 1.595 -0.359
H 5.084 1.522 -0.625
H 5.143 3.386 -2.427
H 6.673 3.006 -2.903
H 6.516 5.099 -1.988
H 7.699 4.237 -0.892
H 5.009 5.333 -0.404
H 6.364 5.415 0.634
H 5.339 3.877 0.502
O 1.344 -0.245 -2.456
C 1.618 0.080 -1.253
O 0.762 -0.311 -0.432
O 2.632 0.698 -0.992
H 0.538 -0.558 -2.039
*
```

=====

Molecular formula: CH4OS3
Method: DFT, the ωB97M-V functional and the def2-TZVPD basis

Properties
HOMO-LUMO gap in eV: 9.2
Maximum force in eV/A: 2.67
Relative energy (zero: lowest compared OMol25 entry of this formula, charge and spin) in eV: 1.602
E_tot in a.u.: -1310.21991

Structure (ORCA input):
```
! wB97M-V def2-TZVPD RIJCOSX def2/J DEFGRID3
* xyz 0 1
C -0.655 0.178 -0.107
S -0.010 -1.411 0.616
S 2.053 -0.847 0.371
O 2.113 0.182 -0.660
S 3.396 -2.234 0.341
H -0.583 0.933 0.651
H -1.659 0.100 -0.592
H 0.112 0.312 -0.879
H 2.210 -0.269 1.781
*
```